No. 1
16
Properties=species:S:1:pos:R:3:forces:R:3 method="wB97M-V/def2-TZVPD" homo_ev=-10.359 relative_energy_kj_mol=478.2 total_charge=0 orbital_gap_ha=0.4050 smiles="CC1([N+](=O)[O-])OCCO1" lumo_ev=0.663 molar_mass_g_mol=133.10
C 1.909 0.525 -0.299 0.8 0.3 -0.7
C 0.544 0.033 0.048 -1.2 2.1 0.0
N 0.341 0.385 1.607 0.0 -1.6 -0.3
O 0.236 -0.573 2.350 0.0 0.7 0.1
O 0.296 1.545 1.893 0.0 0.7 0.5
O -0.371 0.860 -0.612 2.2 0.1 -0.4
C -1.585 0.200 -0.590 -0.5 0.3 1.9
C -1.182 -1.261 -0.520 -2.1 -1.7 -3.8
O 0.125 -1.254 -0.100 2.2 -0.2 0.2
H 2.167 0.476 -1.352 -0.4 -0.5 -0.2
H 2.685 0.070 0.249 0.8 -1.1 0.7
H 2.080 1.575 -0.076 -0.9 0.2 0.3
H -2.109 0.526 -1.453 -0.9 0.0 -0.6
H -2.033 0.567 0.371 -0.6 -0.7 -0.8
H -1.848 -1.845 0.092 0.1 -0.2 0.7
H -1.255 -1.828 -1.609 0.3 1.6 2.4


No. 2
17
Properties=species:S:1:pos:R:3:forces:R:3 method="wB97M-V/def2-TZVPD" homo_ev="-10.250 / -10.249" relative_energy_kj_mol=272.1 total_charge=0 orbital_gap_ha="0.3034 / 0.3033" lumo_ev="-1.995 / -1.995" molar_mass_g_mol=161.19
C -2.399 -1.080 -0.832 2.8 -2.9 1.3
C -1.234 -0.524 -0.473 -0.9 1.7 -0.3
C -0.177 -1.343 0.157 0.2 0.2 0.8
C -1.155 1.005 -0.652 -1.8 -0.8 1.5
N 2.512 0.045 -0.378 0.6 1.1 -2.1
O -0.203 -2.540 0.361 0.1 0.6 -0.3
O 3.716 0.025 -0.280 0.4 -0.3 0.6
O 1.931 0.478 -1.380 -0.1 -0.5 0.7
O 0.882 1.927 1.869 1.4 -3.4 -0.6
Si 1.413 -0.464 0.937 -1.7 2.3 2.4
H -3.102 -0.468 -1.277 -1.7 0.6 -0.8
H -2.442 -2.192 -0.662 -0.7 1.3 -0.4
H -0.254 1.408 -0.880 3.1 0.6 -1.3
H -1.860 1.324 -1.405 -0.2 -0.1 -0.2
H -1.349 1.624 0.237 -0.5 -0.8 0.3
H 1.573 1.903 2.577 -0.7 0.1 -0.7
H 2.147 -1.128 2.080 -0.4 0.3 -0.8


No. 3
18
Properties=species:S:1:pos:R:3:forces:R:3 method="wB97M-V/def2-TZVPD" homo_ev=-9.114 relative_energy_kj_mol=0.0 total_charge=0 orbital_gap_ha=0.3591 lumo_ev=0.659 molar_mass_g_mol=181.17
C 1.060 0.230 0.112 -2.1 0.9 -0.9
C -0.219 0.446 -0.221 0.5 -2.9 -0.9
C 1.778 -0.988 -0.048 2.2 -2.2 -0.1
C -0.984 1.644 0.006 0.9 3.1 2.3
N 1.308 -2.181 0.078 -0.7 0.3 0.5
O -2.957 -0.793 0.813 1.8 -0.1 0.6
O -2.178 -2.768 -0.497 -1.3 -1.9 -1.8
O -1.002 -0.621 -0.823 0.2 0.6 1.5
O 3.110 -0.848 -0.267 -0.7 1.4 0.1
O 2.340 -3.193 0.077 -0.2 2.0 -0.8
S -1.691 -1.731 0.303 1.7 3.2 1.6
H 1.537 1.156 0.328 1.0 0.1 0.5
H -3.741 -1.009 0.349 -1.5 -0.4 -1.1
H -0.396 2.592 0.456 -0.8 -2.4 -1.1
H -1.634 1.351 0.843 -0.7 0.5 -0.6
H -1.447 2.027 -0.881 -0.8 -0.2 -0.3
H 3.421 -1.741 -0.333 0.8 -1.0 0.0
H 1.843 -3.868 0.500 -0.4 -1.2 0.5


No. 4
14
Properties=species:S:1:pos:R:3:forces:R:3 method="wB97M-V/def2-TZVPD" homo_ev=-8.306 relative_energy_kj_mol=167.9 total_charge=0 orbital_gap_ha=0.2905 lumo_ev=-0.402 molar_mass_g_mol=117.17
N -1.708 -0.266 0.407 -0.7 0.2 -0.3
C -0.898 -1.181 -0.226 2.7 -1.5 -1.6
C 0.444 -1.095 -0.584 -2.3 0.0 1.3
C 1.391 -0.098 -0.119 0.6 0.4 0.1
S 2.978 -0.412 0.067 0.0 -0.4 -0.1
C 0.933 1.325 0.203 0.5 -0.8 0.1
O 0.002 1.751 -0.739 -2.4 -0.3 0.6
H -2.672 -0.528 0.414 -0.5 -0.2 -0.2
H -1.503 0.025 1.333 0.8 0.3 0.8
H -1.320 -2.161 -0.547 -0.3 1.1 0.2
H 0.815 -1.961 -1.114 0.2 0.0 0.1
H 0.589 1.342 1.261 0.0 0.2 -0.4
H 1.834 1.947 0.129 -0.4 0.0 0.1
H -0.885 1.312 -0.485 1.8 0.9 -0.7


No. 5
14
Properties=species:S:1:pos:R:3:forces:R:3 method="wB97M-V/def2-TZVPD" homo_ev=-8.945 relative_energy_kj_mol=270.3 total_charge=0 orbital_gap_ha=0.3458 lumo_ev=0.465 molar_mass_g_mol=117.17
C 1.915 -1.432 -1.644 0.9 0.4 -1.5
S 0.445 -1.139 -0.576 1.0 2.3 -0.7
C 0.342 0.719 -0.511 -0.5 -0.2 -1.1
C -0.588 1.349 0.203 -1.2 1.2 1.3
C -1.656 1.004 1.289 0.4 2.9 2.2
N -1.870 -0.308 1.806 1.2 0.0 1.4
O -2.127 2.086 1.831 1.2 -5.0 -1.8
H 1.998 -2.516 -1.633 0.2 -0.2 0.4
H 1.630 -1.297 -2.831 1.1 0.5 3.1
H 2.982 -0.995 -1.215 -3.0 -0.8 -1.4
H 0.822 1.491 -1.232 0.0 -2.2 1.1
H -0.572 2.484 0.187 -0.1 -1.6 -0.3
H -2.068 -0.300 2.937 0.6 -0.1 -4.2
H -1.254 -1.145 1.390 -1.8 2.8 1.5


No. 6
14
Properties=species:S:1:pos:R:3:forces:R:3 method="wB97M-V/def2-TZVPD" homo_ev=-9.466 relative_energy_kj_mol=598.1 total_charge=0 orbital_gap_ha=0.3167 lumo_ev=-0.848 molar_mass_g_mol=117.17
C -0.380 0.845 -1.408 -2.9 0.7 -2.9
C 0.457 0.326 -0.355 -1.6 -1.6 1.3
C -0.241 -0.880 0.253 0.4 -0.1 -0.4
C -0.378 -0.834 1.751 -3.3 2.5 2.7
H 1.245 1.997 -1.999 -3.2 -1.9 -1.4
H -1.092 -0.308 -1.889 2.1 4.3 0.7
H -1.366 1.693 -0.694 2.8 -2.5 -2.4
H -0.961 -1.151 -0.580 0.7 -1.1 2.1
H -0.068 0.238 2.020 0.5 -1.8 0.2
H -1.240 -1.116 2.547 1.5 0.2 -2.6
H 1.442 -1.580 1.472 -0.9 -0.2 -1.3
N 0.449 -1.815 1.212 1.6 0.6 -0.3
O 0.390 1.510 -2.485 0.7 0.6 3.4
S 1.744 1.076 0.156 1.8 0.5 0.6